Record 1
66
Properties=species:S:1:pos:R:3:forces:R:3 method="wB97M-V/def2-TZVPD" homo_energy_ev=-9.914 charge=0 de_lowest_ev=3.432 spin_multiplicity=1 homo_lumo_gap_ev=10.42
C 5.139 -11.994 1.786 -0.898 1.197 -0.653
C 3.672 -12.451 1.833 0.765 -1.848 -0.016
O 3.068 -12.438 0.553 -0.469 -0.636 -0.013
H 5.174 -10.900 1.495 0.015 -1.142 0.235
H 5.689 -12.559 1.004 -0.131 0.208 0.807
H 5.526 -12.058 2.812 0.328 -0.227 -0.443
H 3.106 -11.859 2.521 -0.356 0.640 0.566
H 3.644 -13.512 2.247 0.101 1.016 -0.385
H 2.293 -13.054 0.596 0.552 0.812 -0.160
C 5.861 -15.265 3.663 -0.890 -0.953 0.472
C 6.958 -15.707 4.662 0.104 0.757 -1.796
O 7.830 -14.649 4.976 0.595 -0.260 1.878
H 4.966 -14.747 4.057 0.597 -0.257 0.308
H 5.481 -16.156 3.123 0.174 0.438 0.225
H 6.270 -14.599 2.923 0.391 0.209 -0.408
H 7.577 -16.446 4.116 -0.456 -0.218 0.524
H 6.601 -16.074 5.617 -0.236 -0.354 -0.093
H 7.854 -13.933 4.371 -0.331 0.604 -1.082
C 2.673 -19.890 -2.665 0.516 -0.768 -0.057
C 3.149 -18.598 -3.289 -1.251 0.327 1.085
O 2.751 -17.613 -2.307 -0.072 -1.231 -0.044
H 3.340 -20.103 -1.801 -0.848 0.277 -0.126
H 2.876 -20.728 -3.330 -0.230 -0.082 -0.250
H 1.590 -19.883 -2.409 0.903 0.114 -0.018
H 2.676 -18.368 -4.244 -0.174 -0.121 -0.132
H 4.214 -18.626 -3.449 0.562 0.144 0.087
H 3.060 -16.776 -2.589 0.672 1.346 -0.539
C 6.007 -15.539 -0.495 -1.410 -0.264 -0.744
C 6.670 -15.760 -1.821 -0.194 0.750 -0.735
O 8.071 -15.581 -1.794 1.388 -1.022 0.491
H 6.395 -16.181 0.247 0.109 -1.040 0.963
H 4.900 -15.652 -0.646 0.942 -0.153 0.484
H 6.180 -14.546 -0.139 0.080 0.818 0.000
H 6.218 -14.999 -2.468 0.581 -0.077 -0.255
H 6.458 -16.698 -2.318 -0.375 -0.462 0.272
H 8.505 -16.456 -1.547 -1.084 1.439 -0.199
C 3.429 -14.343 -2.941 -0.206 0.686 0.673
O 4.191 -15.275 -3.707 -0.479 0.200 0.882
H 3.717 -13.307 -3.110 0.212 0.094 -0.349
H 2.336 -14.382 -3.092 0.375 -0.388 -0.097
H 3.634 -14.493 -1.882 -0.055 -0.277 -0.028
H 3.797 -15.243 -4.564 -0.095 -0.187 -1.104
C 8.627 -14.311 1.624 -0.120 1.543 0.451
O 9.793 -14.317 0.805 -0.486 0.009 0.168
H 8.842 -13.617 2.463 -0.009 -0.522 -0.201
H 7.714 -13.847 1.145 1.021 -0.828 0.156
H 8.434 -15.303 2.020 -0.303 -0.058 -0.008
H 9.457 -14.356 -0.087 0.031 -0.178 -0.725
C 8.235 -18.162 1.059 0.495 -0.722 0.214
O 8.790 -18.047 -0.244 0.141 0.528 -0.102
H 8.440 -17.312 1.726 0.127 -0.205 -0.308
H 7.170 -18.260 0.945 -0.497 0.020 -0.085
H 8.599 -19.100 1.519 -0.098 0.480 0.063
H 9.713 -17.774 -0.145 0.034 -0.211 0.274
C 11.385 -16.868 2.661 -0.757 -0.633 0.185
O 11.397 -17.145 1.263 0.000 0.596 -0.487
H 10.716 -16.014 2.902 0.410 -0.535 -0.047
H 10.997 -17.809 3.113 0.208 0.821 -0.003
H 12.390 -16.690 3.052 -0.039 0.112 -0.062
H 11.435 -16.298 0.787 -0.019 -0.245 0.311
C 0.976 -15.439 0.291 -0.579 0.022 0.858
O 0.686 -14.071 0.587 0.290 0.650 0.189
H 2.056 -15.645 0.390 -0.407 0.428 -0.555
H 0.508 -16.068 1.058 -0.100 -0.045 -0.233
H 0.535 -15.645 -0.669 0.419 -0.647 -0.466
H -0.118 -13.751 0.144 0.517 -0.490 0.193

Record 2
90
Properties=species:S:1:pos:R:3:forces:R:3 method="wB97M-V/def2-TZVPD" homo_energy_ev=-10.765 charge=+1 spin_multiplicity=1 homo_lumo_gap_ev=8.10
N -1.983 -2.179 0.267 0.398 -0.369 0.315
B -0.623 -2.039 0.769 -0.268 -0.436 -0.204
O 0.273 -1.204 0.159 0.106 0.930 0.682
C -0.171 -2.909 2.018 0.301 0.535 -0.862
C 0.014 -4.354 1.850 -0.458 0.341 -0.430
N 0.662 -4.809 2.835 0.912 -1.261 0.916
C 1.000 -3.750 3.793 0.099 0.741 -0.206
C 1.120 -2.606 2.801 -0.584 -0.920 -0.007
H -2.623 -1.750 0.933 -0.271 0.192 -0.309
H -2.179 -3.180 0.346 -0.512 -0.012 -0.204
H 0.179 -0.296 0.503 0.165 -0.146 -0.561
H -1.026 -2.904 2.695 -0.434 0.301 0.484
H -0.298 -4.971 1.041 -0.402 -0.585 -0.471
H 0.915 -5.781 2.962 -0.145 -0.073 -0.073
H 1.847 -3.945 4.413 0.556 -0.466 0.168
H 0.106 -3.585 4.362 -0.429 -0.063 0.843
H 1.904 -2.924 2.142 0.933 0.593 -0.433
H 1.274 -1.619 3.177 -0.061 0.553 0.272
C -2.434 -3.443 5.928 -0.063 -0.079 0.212
O -1.877 -3.334 4.834 -0.038 0.055 -0.194
N -3.525 -2.694 6.250 0.053 -0.003 -0.066
N -1.994 -4.309 6.870 -0.040 0.095 -0.269
H -3.999 -2.761 7.131 0.012 -0.021 0.006
H -3.864 -2.047 5.563 0.000 -0.004 0.005
H -1.189 -4.876 6.664 0.041 -0.058 0.242
H -2.420 -4.412 7.771 -0.003 0.022 0.009
C -2.207 -4.702 -2.390 -0.147 0.139 -0.445
O -2.231 -4.994 -1.198 0.179 -0.057 0.362
N -2.708 -5.534 -3.344 0.088 0.033 0.160
N -1.679 -3.528 -2.833 0.193 -0.186 0.162
H -2.705 -5.319 -4.323 -0.008 0.032 0.000
H -3.105 -6.403 -3.036 -0.024 -0.008 0.000
H -1.316 -2.905 -2.132 -0.188 0.183 -0.013
H -1.635 -3.260 -3.798 -0.066 -0.026 -0.015
C 3.148 1.218 0.781 0.118 0.042 -0.140
O 2.960 0.823 1.923 -0.084 -0.050 0.061
N 2.610 0.575 -0.298 0.019 0.025 0.111
N 3.864 2.345 0.499 0.043 -0.087 0.067
H 2.719 0.884 -1.247 -0.015 0.071 0.016
H 2.074 -0.250 -0.094 0.150 -0.093 -0.213
H 4.253 2.849 1.274 -0.003 -0.011 0.009
H 4.005 2.691 -0.433 -0.101 0.003 -0.022
C 0.713 4.207 -0.917 -0.309 0.135 0.135
O 1.548 3.998 -1.791 0.213 -0.021 -0.002
N -0.279 5.127 -1.047 0.314 -0.062 -0.077
N 0.743 3.510 0.262 -0.087 -0.071 -0.122
H -0.956 5.304 -0.330 0.024 -0.014 0.040
H -0.328 5.666 -1.901 -0.206 0.046 -0.231
H 1.477 2.832 0.341 -0.028 0.057 0.177
H 0.093 3.642 1.012 0.016 0.060 -0.006
C -0.532 7.251 -4.606 0.119 0.083 -0.262
O -0.896 6.723 -3.558 0.056 -0.125 0.254
N 0.457 8.179 -4.660 -0.018 -0.037 0.331
N -1.114 6.940 -5.803 -0.115 0.232 0.082
H 0.750 8.608 -5.517 -0.027 -0.040 -0.038
H 0.921 8.445 -3.798 0.038 0.034 -0.113
H -1.838 6.246 -5.797 0.089 -0.093 0.014
H -0.838 7.342 -6.687 -0.002 -0.161 -0.130
C 0.963 -7.652 -0.565 0.016 0.306 -0.285
O 0.486 -8.478 0.188 -0.031 -0.083 0.231
N 2.266 -7.695 -0.978 0.017 0.028 0.105
N 0.225 -6.595 -1.044 0.190 -0.084 0.396
H 2.675 -7.027 -1.604 -0.042 -0.029 -0.048
H 2.826 -8.459 -0.647 -0.010 -0.026 -0.030
H -0.745 -6.551 -0.778 -0.103 0.075 -0.222
H 0.590 -5.892 -1.658 -0.020 -0.065 -0.102
C 3.261 8.084 -2.340 0.082 -0.166 0.030
O 2.446 8.983 -2.503 -0.111 0.036 -0.109
N 2.892 6.816 -2.016 -0.021 0.203 0.072
N 4.605 8.299 -2.477 -0.024 0.031 0.012
H 3.536 6.057 -1.898 -0.045 -0.053 -0.080
H 1.911 6.628 -1.916 0.023 -0.100 -0.069
H 4.899 9.227 -2.717 -0.020 -0.001 0.002
H 5.295 7.585 -2.352 -0.017 -0.017 0.009
C -2.433 8.495 -8.734 -0.200 0.194 -0.003
O -1.451 7.767 -8.714 0.128 -0.047 0.175
N -3.135 8.815 -7.605 0.051 -0.065 -0.071
N -2.896 9.045 -9.894 0.014 -0.044 0.037
H -3.939 9.413 -7.608 0.011 0.017 -0.038
H -2.814 8.434 -6.732 0.019 0.012 0.016
H -2.397 8.828 -10.736 0.013 -0.008 0.004
H -3.696 9.646 -9.942 -0.003 -0.002 0.024
C -0.213 -7.063 8.753 0.066 -0.148 0.136
O 0.018 -6.137 7.985 -0.081 0.053 -0.131
N 0.046 -8.360 8.426 -0.040 0.075 -0.013
N -0.739 -6.859 9.995 -0.057 0.007 -0.107
H -0.130 -9.132 9.041 0.005 0.013 0.017
H 0.439 -8.539 7.522 0.007 -0.003 0.002
H -0.920 -5.912 10.271 0.060 0.006 0.028
H -0.931 -7.599 10.644 0.026 -0.010 -0.004

Record 3
32
Properties=species:S:1:pos:R:3:forces:R:3 method="wB97M-V/def2-TZVPD" homo_energy_ev="-2.630 / -2.720" charge=-2 de_lowest_ev=1.447 s2=2.01 spin_multiplicity=3 homo_lumo_gap_ev="6.72 / 6.72"
Au -1.346 -2.167 -0.845 -0.305 -0.593 -0.074
Cl 4.186 -2.628 4.090 0.113 0.019 0.132
C 3.025 -2.864 2.808 -0.083 -0.038 -0.115
C 2.114 -1.867 2.513 -0.011 0.010 0.003
C 1.202 -2.058 1.494 0.010 -0.113 -0.053
Cl 0.057 -0.789 1.177 0.195 0.152 0.228
C 1.149 -3.234 0.692 -0.011 0.008 -0.001
O 0.352 -3.452 -0.283 0.023 0.127 -0.073
C 2.106 -4.218 1.078 0.014 0.156 0.061
Cl 2.112 -5.709 0.194 0.014 -0.156 -0.090
C 3.023 -4.051 2.095 -0.074 0.072 -0.001
H 2.110 -0.939 3.068 -0.010 -0.013 0.008
H 3.724 -4.840 2.327 0.009 -0.001 -0.010
O -3.868 0.707 0.720 0.091 -0.073 -0.113
C -3.031 0.286 -0.080 -0.133 0.099 0.052
O -3.054 -0.912 -0.544 -0.021 0.027 -0.115
C -1.985 1.290 -0.580 -0.059 -0.108 0.016
C -2.124 2.559 -0.091 0.059 0.257 0.083
C -1.294 3.621 -0.490 -0.147 -0.487 -0.320
C -0.323 3.400 -1.454 0.110 0.183 -0.080
C -0.171 2.150 -1.997 -0.407 -0.134 0.472
C -0.937 0.983 -1.545 0.324 0.037 -0.189
O -0.636 -0.159 -1.935 0.050 0.259 0.007
N 0.823 2.027 -3.037 0.185 0.427 -0.517
O 1.769 2.822 -3.024 -0.073 -0.258 0.121
O 0.655 1.226 -3.936 -0.017 -0.104 0.193
N -1.484 4.929 0.033 0.393 0.231 0.577
O -2.347 5.109 0.889 -0.088 -0.012 -0.210
O -0.729 5.833 -0.333 -0.186 -0.054 -0.153
H -2.909 2.736 0.630 -0.026 -0.040 -0.006
H 0.303 4.211 -1.792 0.006 -0.005 0.000
S -2.471 -4.002 -1.841 0.057 0.128 0.164

Which DFT total energy belongs to each record? In order, -32618.4012, -65186.9800, -84996.9153 eV.
Which M belongs to each record? In order, 344.49, 653.45, 651.57 g/mol.